Record 1
{"formula": "C25H49HgNO2SSi2", "method": "ωB97M-V/def2-TZVPD", "symbols": ["Hg", "S", "Si", "Si", "O", "O", "N", "C", "C", "C", "C", "C", "C", "C", "C", "C", "C", "C", "C", "C", "C", "C", "C", "C", "C", "C", "C", "C", "C", "C", "C", "C", "H", "H", "H", "H", "H", "H", "H", "H", "H", "H", "H", "H", "H", "H", "H", "H", "H", "H", "H", "H", "H", "H", "H", "H", "H", "H", "H", "H", "H", "H", "H", "H", "H", "H", "H", "H", "H", "H", "H", "H", "H", "H", "H", "H", "H", "H", "H", "H", "H"], "coordinates": [[-0.47, -1.75, -0.38], [1.01, -1.90, 4.01], [3.60, 0.82, -1.37], [-3.48, -0.14, -0.31], [-0.88, -1.83, -2.88], [0.80, 1.70, -6.91], [-0.21, 0.97, 1.45], [2.25, 0.42, -2.73], [3.21, 0.54, 0.51], [-1.05, 3.03, -6.15], [0.48, -1.08, 2.54], [1.50, -3.30, 3.15], [-0.35, 0.89, 3.85], [2.15, 1.25, -6.72], [2.64, 0.67, -8.03], [-2.60, -1.80, -0.18], [-0.04, 0.28, 2.60], [-3.98, 0.33, 1.43], [-4.90, -0.69, -1.41], [1.29, -3.15, 1.78], [0.62, -1.93, 1.45], [4.87, -0.46, -1.81], [-1.53, -0.83, -3.75], [0.38, 2.61, -5.89], [-0.79, 2.21, 3.90], [-0.04, -2.86, -3.54], [-1.53, -1.13, -5.22], [-0.84, -4.13, -3.64], [-2.68, 1.36, -1.08], [-0.90, 2.93, 2.70], [-0.58, 2.26, 1.51], [3.60, 2.66, -1.65], [-2.32, -0.58, -5.73], [-4.63, -0.61, -2.47], [5.84, -0.31, -1.33], [3.16, 3.22, -0.81], [2.77, 2.11, -6.44], [0.30, -2.50, -4.52], [-1.17, 3.26, -7.21], [-0.25, 0.30, 4.75], [1.73, 1.24, -3.25], [-2.53, -0.78, -3.31], [-1.29, 3.92, -5.57], [2.01, -0.13, -8.41], [3.67, 0.30, -7.93], [1.79, 0.33, -1.73], [-0.21, -4.85, -4.17], [1.91, -4.17, 3.65], [2.50, 1.30, 0.90], [3.02, 2.94, -2.54], [-1.04, 2.67, 4.85], [-3.13, 0.66, 2.04], [2.74, -0.45, 0.72], [4.62, 3.01, -1.81], [-1.78, 2.26, -5.88], [-1.75, -3.99, -4.23], [-4.44, -0.53, 1.94], [-1.08, -4.51, -2.65], [-3.09, 1.54, -2.08], [-4.72, 1.15, 1.41], [-1.59, 1.31, -1.16], [2.20, -0.53, -3.31], [-5.79, -0.07, -1.21], [5.01, -0.42, -2.90], [-1.69, -2.19, -5.44], [-5.14, -1.74, -1.19], [0.46, 2.24, -4.85], [-2.93, 2.23, -0.47], [4.53, -1.48, -1.56], [-2.77, -2.16, 0.84], [-0.57, -0.79, -5.63], [2.63, 1.49, -8.76], [0.84, -2.97, -2.91], [1.58, -3.90, 1.06], [4.13, 0.62, 1.12], [1.05, 3.49, -5.97], [-1.08, 0.16, -3.55], [2.26, 0.49, -5.92], [-1.23, 3.96, 2.67], [-3.02, -2.54, -0.88], [-0.65, 2.80, 0.56]], "orbital_gap_ev": 7.7172, "e_tot_ev": -63067.60675, "charge": 0, "largest_force_ha_per_bohr": 0.04237, "de_lowest_kcal_mol": 37.3, "lumo_energy_ev": 0.4, "homo_ev": -7.317}


Record 2
{"formula": "C25H49N8O17P", "method": "ωB97M-V/def2-TZVPD", "symbols": ["P", "O", "O", "O", "O", "O", "O", "O", "O", "O", "O", "O", "O", "O", "O", "O", "O", "O", "N", "N", "N", "N", "N", "N", "N", "N", "C", "C", "C", "C", "C", "C", "C", "C", "C", "C", "C", "C", "C", "C", "C", "C", "C", "C", "C", "C", "C", "C", "C", "C", "C", "H", "H", "H", "H", "H", "H", "H", "H", "H", "H", "H", "H", "H", "H", "H", "H", "H", "H", "H", "H", "H", "H", "H", "H", "H", "H", "H", "H", "H", "H", "H", "H", "H", "H", "H", "H", "H", "H", "H", "H", "H", "H", "H", "H", "H", "H", "H", "H", "H"], "coordinates": [[-0.46, -2.01, -0.58], [5.82, -1.16, 5.01], [5.65, -1.26, 8.88], [7.03, 2.67, -0.76], [3.55, -1.26, 1.49], [5.24, 1.60, -0.19], [-11.00, 1.60, -2.20], [2.53, 0.62, 1.89], [1.46, -0.73, -4.58], [0.72, 4.01, -0.07], [-3.14, 1.11, -1.78], [1.46, -6.02, -4.57], [3.26, 0.33, -5.15], [6.58, -2.41, 3.42], [7.46, -1.83, 7.84], [-12.01, 3.11, -1.03], [1.54, -4.53, -6.15], [-2.20, -3.34, 2.05], [6.77, -1.05, 8.47], [1.26, -4.91, -5.02], [-4.53, -0.76, -1.68], [-11.93, 2.01, -1.54], [2.13, -0.09, -5.36], [3.50, -0.13, 1.94], [6.32, -2.18, 4.58], [5.91, 2.25, -0.97], [1.53, 0.22, -6.68], [7.35, 0.29, 8.76], [-2.75, -0.38, 0.14], [-5.86, -0.26, -1.33], [-1.18, -0.33, -0.05], [-0.09, -3.06, 0.97], [-7.63, 1.55, -1.26], [-6.26, 1.12, -1.59], [-6.78, -1.22, -0.70], [0.62, 4.08, 1.36], [-3.47, 0.10, -1.19], [1.79, -0.20, -1.09], [-8.56, 0.58, -0.67], [1.15, -1.62, -1.50], [0.62, -3.91, -4.13], [6.64, -3.25, 5.57], [5.32, 2.55, -2.30], [-8.14, -0.80, -0.37], [4.72, 0.38, 2.60], [1.34, 2.36, -1.76], [-0.81, 3.71, 1.91], [1.41, 0.85, -2.23], [-1.15, -2.74, 2.07], [0.47, 2.62, -0.49], [-13.08, 1.09, -1.34], [-0.31, -3.59, -4.60], [-13.96, 1.57, -1.76], [4.94, -0.28, 3.44], [1.49, 1.31, -6.78], [0.48, 0.50, -2.73], [2.91, -0.36, -1.11], [1.31, -3.07, -4.02], [2.18, -0.21, -7.44], [-0.70, 0.08, 0.87], [-1.66, 4.03, 1.26], [5.52, 0.37, 1.87], [-5.53, 1.83, -2.06], [2.23, 0.80, -2.99], [-7.95, 2.59, -1.47], [-0.92, 4.21, 2.92], [7.71, -3.43, 5.51], [-0.90, 2.60, 2.13], [6.36, -2.92, 6.55], [-6.42, -2.26, -0.51], [-8.83, -1.55, 0.09], [-9.61, 0.88, -0.43], [-12.88, 0.16, -1.85], [-0.93, -1.98, 2.87], [5.27, 3.63, -2.40], [0.83, 2.92, -2.60], [-3.04, -1.45, 0.30], [4.53, 1.40, 2.95], [-3.09, 0.24, 1.01], [0.91, -1.67, -2.59], [4.32, 2.11, -2.35], [-0.26, -4.13, 0.67], [5.97, 2.11, -3.06], [0.85, 5.12, 1.73], [-13.19, 0.94, -0.27], [0.98, -2.95, 1.29], [1.51, 0.10, -0.04], [7.39, 0.40, 9.84], [0.74, 1.99, 0.40], [-0.63, 2.58, -0.70], [1.37, 3.41, 1.87], [6.08, -4.14, 5.28], [-4.50, -0.85, -2.70], [6.70, 1.03, 8.31], [8.35, 0.34, 8.33], [1.90, -2.40, -1.19], [0.54, -0.20, -6.73], [-0.96, 0.36, -0.91], [0.43, -4.37, -3.16], [2.37, 2.80, -1.70]], "orbital_gap_ev": 7.5509, "e_tot_ev": -82713.66540, "charge": 0, "largest_force_ha_per_bohr": 0.05036, "smiles": "CCOCCCCCP(CC=O)CCC(=O)Nc1ccccc1.C[N+](=O)[O-].C[N+](=O)[O-].C[N+](=O)[O-].C[N+](=O)[O-].C[N+](=O)[O-].C[N+](=O)[O-].C[N+](=O)[O-]", "lumo_energy_ev": -0.2, "homo_ev": -7.742}


Record 3
{"formula": "C25H49NO10", "method": "ωB97M-V/def2-TZVPD", "symbols": ["O", "O", "O", "O", "O", "O", "O", "O", "O", "O", "N", "C", "C", "C", "C", "C", "C", "C", "C", "C", "C", "C", "C", "C", "C", "C", "C", "C", "C", "C", "C", "C", "C", "C", "C", "C", "H", "H", "H", "H", "H", "H", "H", "H", "H", "H", "H", "H", "H", "H", "H", "H", "H", "H", "H", "H", "H", "H", "H", "H", "H", "H", "H", "H", "H", "H", "H", "H", "H", "H", "H", "H", "H", "H", "H", "H", "H", "H", "H", "H", "H", "H", "H", "H", "H"], "coordinates": [[6.30, -1.51, -1.08], [2.53, -1.86, -1.41], [-3.79, 3.32, 0.74], [-7.01, 3.75, -4.52], [-3.47, 3.05, -2.54], [-1.50, 6.50, -4.48], [-2.97, -1.29, 4.23], [1.23, -3.53, 5.13], [2.24, -6.34, 5.97], [8.88, -0.63, -0.22], [-1.00, -2.57, 5.03], [0.75, -2.61, 0.27], [1.14, -3.06, 1.73], [-2.93, -0.66, 1.10], [6.34, -0.79, 0.18], [-1.56, -1.47, 1.23], [1.66, -2.93, -1.01], [-4.59, 4.48, 0.88], [-8.16, 4.30, -5.13], [-3.34, -0.26, -0.40], [7.75, -0.09, 0.51], [0.19, -2.74, 2.91], [-5.76, 0.89, -0.74], [10.05, 0.04, 0.38], [-1.13, -1.98, 2.65], [3.80, -1.94, -0.66], [-3.78, 3.54, -3.84], [-4.94, -0.48, -0.58], [4.98, -1.49, -1.65], [2.73, -6.62, 7.27], [0.29, -3.04, 4.46], [-0.29, 5.88, -4.06], [-5.13, -1.50, -1.83], [-1.87, -1.86, 4.05], [10.75, -0.98, 1.41], [-0.59, -1.80, 0.05], [-0.40, 5.52, -3.03], [-5.36, 1.59, -1.55], [-3.79, 3.71, -1.91], [7.65, 1.02, 0.25], [4.82, -0.47, -2.15], [2.11, -3.63, 1.95], [3.66, -1.29, 0.26], [-5.41, -1.03, 0.33], [0.92, -3.08, -1.89], [-0.08, 5.03, -4.72], [-7.32, 3.18, -3.80], [-4.35, -1.37, -2.65], [9.68, 0.93, 1.01], [-2.78, 0.32, 1.70], [-7.85, 4.95, -5.95], [-3.43, 2.82, -4.58], [-5.05, 4.71, -0.09], [3.32, -5.78, 7.63], [4.98, -2.26, -2.52], [-1.66, 7.24, -3.89], [-6.16, -1.36, -2.30], [-8.72, 4.89, -4.40], [6.06, -1.53, 1.01], [0.53, 6.59, -4.12], [-4.87, 3.65, -3.93], [4.03, -3.01, -0.31], [-1.57, -3.38, 5.35], [-5.83, 1.48, 0.24], [2.17, -3.94, -0.86], [-3.97, 5.32, 1.19], [-3.40, 3.14, 1.60], [-3.09, 0.85, -0.57], [-3.29, 4.50, -4.00], [10.01, -1.38, 2.20], [1.90, -6.82, 7.95], [10.75, 0.45, -0.42], [-8.79, 3.50, -5.53], [-5.01, -2.58, -1.44], [7.90, -0.18, 1.65], [5.55, 0.05, 0.10], [11.17, -1.85, 0.79], [1.68, -5.56, 6.04], [-3.74, -1.24, 1.67], [-6.85, 0.59, -1.00], [11.55, -0.39, 1.99], [-5.37, 4.31, 1.62], [3.37, -7.51, 7.22], [-2.82, -0.85, -1.22], [-0.83, -1.45, -1.02]], "orbital_gap_ev": 8.1101, "e_tot_ev": -48674.24142, "charge": 0, "largest_force_ha_per_bohr": 0.08825, "smiles": "CCOCCOCCOCc1cc(CCC(C)C)c2c(c1)C(=O)NC2=O.CO.CO.CO.CO.CO", "lumo_energy_ev": -1.0, "homo_ev": -9.156}


Record 4
{"formula": "C25H49NO2P2PbS", "method": "ωB97M-V/def2-TZVPD", "symbols": ["Pb", "S", "P", "P", "O", "O", "N", "C", "C", "C", "C", "C", "C", "C", "C", "C", "C", "C", "C", "C", "C", "C", "C", "C", "C", "C", "C", "C", "C", "C", "C", "C", "H", "H", "H", "H", "H", "H", "H", "H", "H", "H", "H", "H", "H", "H", "H", "H", "H", "H", "H", "H", "H", "H", "H", "H", "H", "H", "H", "H", "H", "H", "H", "H", "H", "H", "H", "H", "H", "H", "H", "H", "H", "H", "H", "H", "H", "H", "H", "H", "H"], "coordinates": [[0.02, -0.09, 0.11], [-2.71, -0.03, 1.05], [0.13, 1.99, -1.73], [0.65, -2.72, 0.98], [-1.19, -1.82, -3.15], [1.51, 1.58, 3.31], [-2.58, 1.99, 2.79], [1.76, 3.69, -0.16], [3.41, -2.20, 0.89], [-2.63, 2.07, -2.25], [-1.26, 2.24, -2.93], [1.44, -3.84, 3.49], [-0.90, -1.22, -2.22], [2.77, 1.00, -1.91], [1.38, 0.96, -4.03], [-0.01, -5.48, 0.95], [-0.59, -2.31, 3.51], [-4.28, 2.21, 1.15], [-4.57, 3.48, 1.64], [-2.84, 3.23, 3.29], [1.00, 1.27, 2.34], [0.76, -2.63, 2.84], [-1.12, 3.58, -3.65], [-0.74, 3.98, 0.06], [2.40, -3.47, -1.07], [0.42, 3.63, -0.89], [1.67, 1.71, -2.73], [-1.94, -3.85, 0.66], [2.35, -3.22, 0.45], [-3.83, 4.00, 2.71], [-0.44, -4.11, 0.41], [-3.21, 1.47, 1.68], [-0.57, -6.27, 0.43], [-0.53, 4.94, 0.55], [2.33, 0.65, -4.48], [2.61, 3.56, -0.84], [-1.87, 3.65, -4.45], [2.54, -4.18, 0.97], [4.28, -1.13, -2.99], [1.58, -3.63, 4.56], [-1.13, 1.42, -3.66], [1.82, 2.93, 0.64], [-1.11, -1.47, 3.04], [2.11, -2.56, -1.63], [4.40, -2.54, 0.56], [-5.36, 4.07, 1.19], [0.85, 1.59, -4.75], [-1.87, 1.40, 3.23], [-1.26, -3.19, 3.50], [0.81, -4.74, 3.42], [-0.29, -4.10, -0.68], [2.54, -0.06, -1.76], [2.97, 1.47, -0.94], [-2.52, -4.71, 0.30], [2.42, -4.05, 3.06], [0.44, 4.35, -1.73], [-2.83, 2.90, -1.56], [1.74, -4.29, -1.38], [-2.72, 1.13, -1.70], [-3.42, 2.09, -3.02], [-4.03, 5.00, 3.10], [-2.30, -2.95, 0.14], [3.70, 1.05, -2.49], [4.43, -1.77, -2.62], [3.44, -2.08, 1.98], [3.22, -1.21, 0.44], [1.06, -5.69, 0.77], [-0.14, 3.71, -4.12], [-4.83, 1.73, 0.34], [-0.23, -5.58, 2.02], [-1.70, 4.09, -0.46], [-0.86, 3.22, 0.85], [1.42, -1.75, 3.00], [-0.42, -2.05, 4.56], [0.78, 0.05, -3.86], [-1.30, 4.41, -2.97], [2.01, 2.73, -2.96], [-2.21, 3.54, 4.12], [3.42, -3.73, -1.37], [1.87, 4.68, 0.31], [-2.15, -3.74, 1.74]], "orbital_gap_ev": [4.9752, 4.9768], "e_tot_ev": -66923.16616, "charge": 4, "largest_force_ha_per_bohr": 0.07443, "lumo_energy_ev": [-15.4, -15.4], "homo_ev": [-20.354, -20.355]}


Record 5
{"formula": "C25H50ClF3HfP2Si2", "method": "ωB97M-V/def2-TZVPD", "symbols": ["Hf", "Cl", "P", "P", "Si", "Si", "F", "F", "F", "C", "C", "C", "C", "C", "C", "C", "C", "C", "C", "C", "C", "C", "C", "C", "C", "C", "C", "C", "C", "C", "C", "C", "C", "C", "H", "H", "H", "H", "H", "H", "H", "H", "H", "H", "H", "H", "H", "H", "H", "H", "H", "H", "H", "H", "H", "H", "H", "H", "H", "H", "H", "H", "H", "H", "H", "H", "H", "H", "H", "H", "H", "H", "H", "H", "H", "H", "H", "H", "H", "H", "H", "H", "H", "H"], "coordinates": [[0.29, 0.03, 0.34], [-1.84, 0.10, 1.14], [-0.36, 2.91, 0.34], [-0.36, -2.81, 0.84], [1.90, -3.05, -1.18], [1.90, 2.80, -1.69], [2.77, 1.26, 1.68], [2.76, -0.96, 1.88], [1.46, 0.28, 3.19], [1.26, 3.62, -0.10], [1.23, 3.64, -3.21], [-3.90, -0.18, -1.97], [2.05, -0.10, -1.13], [1.26, -1.30, -1.34], [1.24, -4.14, -2.53], [-3.01, -3.42, -0.05], [-1.54, -3.83, -0.25], [1.90, 0.16, 1.86], [-0.84, 3.83, 1.89], [0.04, -0.88, -2.03], [-1.54, 3.73, -0.91], [1.26, -3.58, 0.52], [-3.01, 3.37, -0.63], [0.04, 0.52, -2.15], [1.26, 1.04, -1.54], [-1.41, -5.35, -0.09], [3.76, -3.00, -1.18], [-0.16, 5.19, 2.06], [-0.58, -2.37, 3.58], [-0.17, -4.75, 2.93], [-0.58, 2.96, 3.12], [-1.41, 5.25, -1.02], [-0.84, -3.44, 2.52], [3.76, 2.75, -1.69], [1.47, -5.19, -2.29], [0.92, 5.08, 2.17], [-1.24, -3.56, -1.28], [-3.44, -0.90, -1.22], [-1.24, 3.28, -1.87], [1.98, -3.21, 1.28], [4.14, 3.78, -1.73], [1.20, 4.70, -0.23], [-3.19, -2.95, 0.92], [0.48, -2.09, 3.59], [1.42, 4.72, -3.13], [-0.54, -5.04, 3.92], [-0.82, -2.78, 4.58], [1.75, -3.87, -3.46], [1.78, 3.25, -4.08], [-0.39, -5.73, -0.23], [-2.04, -5.82, -0.87], [-1.80, -5.69, 0.88], [0.16, 3.47, -3.37], [4.13, 2.26, -0.79], [-0.54, 5.65, 2.99], [4.13, -2.36, -0.38], [-0.72, -1.54, -2.47], [-3.66, -4.31, -0.12], [-0.39, 5.60, -1.23], [1.20, -4.67, 0.59], [-3.41, 0.68, -1.38], [-1.93, 3.98, 1.78], [-1.18, -1.47, 3.43], [-1.18, 2.05, 3.13], [3.08, -0.06, -0.71], [0.16, -4.05, -2.69], [-3.19, 3.06, 0.40], [-0.37, -5.59, 2.25], [-0.81, 3.54, 4.03], [4.15, -4.02, -1.04], [-1.80, 5.76, -0.13], [-0.37, 5.89, 1.25], [-2.04, 5.58, -1.87], [-3.33, -2.74, -0.84], [4.12, -2.62, -2.15], [-3.33, 2.56, -1.30], [-3.66, 4.23, -0.86], [1.98, 3.38, 0.70], [-3.09, -0.26, -2.75], [4.12, 2.21, -2.58], [0.92, -4.63, 3.01], [0.48, 2.68, 3.17], [-1.93, -3.61, 2.44], [-0.72, 1.09, -2.70]], "orbital_gap_ev": 3.6307, "e_tot_ev": -83050.98278, "charge": 0, "largest_force_ha_per_bohr": 0.06571, "lumo_energy_ev": -1.0, "homo_ev": -4.585}


Q: Look up the charge of the fifth one.
A: 0